Density functional theory data (ωB97M-V/def2-TZVPD) for a single C22H27N3O4 molecule.

## Properties
SMILES	COc1cc(NC(=O)CN2[C@@H]3CC[C@H]2C[C@](O)(c2cccnc2)C3)cc(OC)c1
HOMO-LUMO gap	8.75	eV
highest occupied orbital energy	-8.1044	eV
ΔE to the lowest compared entry with this formula, charge and spin	73.3	kcal/mol
LUMO energy	0.646	eV
maximum force	0.7	eV/A

Each line ends with the Mulliken charge.
Atoms and positions in Å:
C1 -7.012 -0.144 0.704  -0.858
O1 -5.853 -0.897 0.451  -0.444
C2 -4.691 -0.246 0.167  0.189
C3 -3.594 -1.068 -0.074  -0.566
C4 -2.365 -0.499 -0.373  0.789
N1 -1.229 -1.267 -0.631  0.000
C5 -1.057 -2.610 -0.569  0.647
O2 -1.901 -3.433 -0.297  -0.675
C6 0.380 -3.010 -0.922  -0.804
N2 1.313 -1.958 -0.572  -0.004
C7 2.659 -2.105 -1.107  -0.035
C8 3.377 -3.099 -0.168  -1.112
C9 2.642 -2.922 1.171  -1.224
C10 1.573 -1.849 0.860  0.208
C11 2.057 -0.420 1.121  -1.503
C12 3.284 -0.008 0.270  2.010
O3 4.484 -0.296 0.967  -0.675
C13 3.252 1.497 0.062  -0.171
C14 4.265 2.320 0.535  -0.925
C15 4.184 3.686 0.320  -0.358
C16 3.087 4.183 -0.364  -0.502
N3 2.115 3.411 -0.820  -0.705
C17 2.198 2.112 -0.612  -0.198
C18 3.287 -0.707 -1.111  -1.518
C19 -2.231 0.884 -0.429  -0.756
C20 -3.330 1.700 -0.189  -0.163
O4 -3.093 3.039 -0.271  -0.440
C21 -4.156 3.932 -0.052  -0.893
C22 -4.567 1.138 0.110  -0.303
H1 -7.797 -0.871 0.903  0.249
H2 -7.296 0.464 -0.162  0.332
H3 -6.891 0.504 1.579  0.332
H4 -3.714 -2.135 -0.025  0.614
H5 -0.381 -0.751 -0.845  -0.062
H6 0.586 -3.978 -0.443  0.313
H7 0.415 -3.160 -2.006  0.477
H8 2.626 -2.472 -2.137  0.584
H9 4.447 -2.902 -0.113  0.491
H10 3.254 -4.115 -0.545  0.364
H11 3.289 -2.618 1.993  0.462
H12 2.155 -3.850 1.472  0.412
H13 0.655 -2.018 1.428  0.452
H14 2.325 -0.298 2.173  0.398
H15 1.228 0.257 0.913  0.544
H16 4.525 -1.245 1.111  0.386
H17 5.100 1.886 1.061  0.463
H18 4.959 4.348 0.676  0.408
H19 2.973 5.241 -0.559  0.383
H20 1.374 1.533 -1.011  0.345
H21 2.730 -0.098 -1.824  0.483
H22 4.322 -0.758 -1.456  0.404
H23 -1.287 1.350 -0.660  0.663
H24 -4.562 3.838 0.961  0.342
H25 -4.961 3.789 -0.781  0.346
H26 -3.734 4.928 -0.177  0.240
H27 -5.419 1.770 0.296  0.563